[1]
{"formula": "C20H19N3O3", "method": "ωB97M-V/def2-TZVPD", "homo_lumo_gap_ha": 0.307, "smiles": "Cc1ccc(C)c(NC(=O)NNC(=O)c2ccc3ccccc3c2O)c1", "fmax_ha_per_bohr": 0.0112, "charge": 0, "species": ["C", "H", "H", "H", "O", "C", "C", "C", "C", "N", "O", "C", "H", "H", "H", "C", "H", "C", "C", "C", "H", "C", "C", "N", "H", "C", "H", "C", "H", "C", "C", "C", "C", "C", "H", "C", "H", "H", "H", "H", "O", "H", "H", "H", "N"], "xyz": [[-2.45391, 1.92057, -4.85440], [3.45468, 1.54661, 1.07521], [-5.30417, 1.23604, -1.32630], [0.74237, -0.85519, 1.03665], [-1.05343, 0.42957, 3.29880], [4.60939, -2.12431, 2.19535], [3.91093, -2.66052, 3.27216], [-1.96594, 0.58234, -1.39941], [-4.76189, 2.51965, -5.13829], [1.08682, -0.29249, 3.50351], [0.28378, -0.10441, -0.99905], [2.74608, -2.03011, 3.67473], [-6.05050, 2.19268, -3.47114], [4.62082, -4.67657, 3.25628], [5.51730, -2.60239, 1.85845], [2.27740, -0.89083, 3.02800], [2.17788, -2.42493, 4.50526], [4.41568, -3.88387, 3.97361], [2.57974, 0.93514, 1.28631], [-3.45728, 2.42012, -5.63970], [-1.44370, 1.83664, -5.22358], [-3.29580, 0.68247, -0.92264], [-0.86740, 0.08227, -0.56808], [-1.14274, -0.23770, 0.71510], [-5.54464, 2.91497, -5.76932], [-0.07382, -0.10656, 2.81580], [-3.24976, 2.74012, -6.64997], [-1.68175, 0.97823, -2.70907], [4.72695, -0.56566, 0.74547], [2.99863, -0.33209, 1.96989], [-5.04522, 2.11840, -3.86044], [4.16109, -0.98103, 1.56650], [-4.29522, 1.17090, -1.70508], [-4.03565, 1.60090, -3.02729], [5.34540, -3.66018, 4.49624], [-2.71950, 1.50306, -3.53670], [1.00159, -0.17168, 4.50277], [-1.92834, 0.11952, 1.24475], [3.69129, -4.24599, 4.69831], [0.13084, 0.48781, -2.54963], [-0.46111, 0.89180, -3.23716], [-3.53003, 0.34965, 0.07655], [2.09305, 0.72589, 0.33197], [1.89515, 1.50960, 1.90696], [-0.10504, -0.64842, 1.55264]], "forces_ev_per_angstrom": [[0.1, 0.0, -0.1], [0.0, 0.1, 0.0], [-0.1, 0.0, 0.1], [-0.2, 0.0, 0.1], [-0.3, 0.2, 0.1], [0.0, 0.1, 0.0], [-0.1, 0.1, 0.0], [0.2, 0.2, -0.5], [-0.2, 0.0, 0.2], [0.2, 0.1, 0.4], [0.0, 0.0, -0.1], [0.1, 0.0, -0.1], [-0.1, 0.0, 0.0], [0.0, -0.1, 0.0], [0.1, -0.1, 0.0], [0.3, -0.1, -0.2], [-0.1, -0.1, 0.1], [0.0, 0.0, 0.0], [0.0, 0.1, -0.1], [0.2, 0.0, 0.0], [0.1, 0.0, -0.1], [-0.2, 0.1, -0.2], [0.1, -0.2, 0.3], [-0.1, 0.1, 0.5], [-0.1, 0.0, 0.0], [-0.2, -0.2, -0.2], [0.0, 0.0, -0.1], [0.0, -0.2, 0.5], [0.1, 0.1, -0.1], [-0.1, 0.0, 0.1], [-0.1, 0.1, -0.2], [0.0, -0.1, 0.0], [0.0, -0.1, 0.4], [0.4, -0.1, -0.1], [0.1, -0.1, 0.1], [-0.2, 0.0, 0.0], [-0.1, 0.1, -0.2], [0.1, -0.1, -0.2], [0.0, -0.1, 0.1], [-0.2, 0.1, -0.1], [0.1, 0.0, 0.0], [-0.1, 0.0, 0.1], [0.0, 0.1, 0.0], [0.0, 0.1, 0.0], [0.2, -0.1, -0.5]], "nbo_charge": [-0.197, 0.224, 0.213, 0.430, -0.661, -0.214, 0.004, -0.301, -0.194, -0.634, -0.697, -0.227, 0.213, 0.221, 0.211, 0.130, 0.211, -0.629, -0.655, -0.209, 0.231, -0.166, 0.658, -0.428, 0.215, 0.773, 0.214, 0.482, 0.212, -0.049, -0.198, -0.176, -0.215, -0.045, 0.222, -0.068, 0.416, 0.431, 0.215, 0.519, -0.681, 0.206, 0.245, 0.224, -0.475]}


[2]
{"formula": "C5H28O12", "method": "ωB97M-V/def2-TZVPD", "multiplicity": 2, "homo_lumo_gap_ha": [0.292, 0.135], "fmax_ha_per_bohr": 0.0935, "s_squared": 0.754, "charge": 1, "species": ["H", "C", "O", "O", "H", "H", "O", "H", "O", "C", "C", "O", "O", "H", "H", "C", "H", "C", "H", "H", "H", "H", "H", "H", "H", "H", "H", "H", "H", "H", "H", "H", "H", "H", "O", "H", "H", "O", "O", "O", "H", "H", "O", "O", "H"], "xyz": [[-2.88649, -2.03486, 1.12414], [-3.21631, 2.57934, 0.42383], [4.03735, -0.54253, 1.83171], [-0.55059, 3.09907, -1.28933], [1.68971, -1.50362, 2.28035], [-0.48406, -3.57754, 0.52313], [1.22138, -1.21460, -1.98571], [-0.75768, -0.59185, 1.82249], [-1.78996, 1.14431, -2.51823], [-0.72505, 0.33968, 1.15429], [-1.63021, 1.33612, 1.76327], [1.18357, 1.50256, 0.09925], [0.70125, 1.14381, -2.78828], [-0.94044, -0.17263, 0.13348], [2.33993, -2.41174, 0.44139], [-2.02241, 2.56955, 1.01883], [-3.73125, 1.58038, 0.36860], [0.68192, 0.82750, 0.95839], [-2.44353, 1.58839, -3.04974], [-3.78168, 3.44691, 0.15376], [-1.18015, 1.63300, 2.75001], [-1.67559, 1.93167, -1.82699], [1.09262, 1.94681, -2.36382], [-0.27929, -1.85000, -2.53470], [-0.76816, 3.89996, -0.96605], [-1.33820, -1.36070, -3.42549], [-0.23874, 1.27754, -2.98471], [4.09646, -1.26573, 2.53111], [-2.59502, 0.86816, 2.07662], [0.58769, -2.36210, 1.87628], [-1.43922, 3.56388, 1.07207], [1.99939, -1.32710, -2.52407], [-1.02083, -2.90154, -0.69277], [2.52242, 0.28617, 1.78551], [1.53979, -2.39141, 1.91472], [2.36829, -1.59723, -0.82308], [0.97543, -0.17587, -2.06827], [-0.78786, -2.74654, 0.18119], [1.48396, 0.31263, 1.92092], [-2.82957, -1.71137, 1.98195], [3.69903, -1.06310, 0.95022], [0.04627, 2.62232, -0.67298], [3.03154, -2.00085, -0.16341], [-1.09712, -2.14025, -2.98116], [-3.53438, -2.00150, 2.50309]], "forces_ev_per_angstrom": [[-0.2, -1.3, -2.3], [-3.6, -1.9, -1.1], [-1.3, -1.9, -0.6], [0.4, -3.9, -1.2], [0.4, -0.3, -0.1], [0.2, -0.8, 0.2], [-0.7, 2.1, 0.8], [0.2, 1.6, -0.8], [-0.7, 2.3, 2.4], [0.7, -3.6, -2.0], [-1.4, 1.8, 2.1], [-1.2, 1.1, -1.0], [1.7, 0.9, 0.4], [-0.5, 1.3, 1.4], [1.2, 0.3, -0.4], [4.0, 1.4, 1.7], [0.4, 1.1, -0.4], [3.0, -1.5, 2.4], [-0.7, -0.2, -1.0], [-0.1, 0.5, -0.3], [-0.1, 0.0, -0.9], [0.4, -2.3, -1.8], [-0.7, -1.0, -0.8], [0.2, -0.4, -0.2], [-0.7, 4.5, 1.6], [-0.9, 1.5, -1.1], [-0.1, 0.2, 0.1], [0.0, 1.4, -1.4], [0.6, -0.2, -0.5], [-0.7, -0.5, -0.3], [-0.8, -1.9, 0.2], [0.3, 0.0, -0.8], [-0.7, -0.4, -2.9], [-0.9, 0.2, 0.0], [-0.2, 0.1, 0.9], [1.2, -0.5, 1.0], [0.8, -2.1, -0.4], [0.3, 1.1, 2.5], [-0.1, 0.3, -0.3], [2.0, 2.3, 1.4], [0.9, 0.7, 1.6], [0.5, -0.1, 0.0], [-2.0, 0.3, -0.4], [0.4, -1.3, 1.3], [-1.8, -0.9, 1.0]], "nbo_charge": [0.490, -0.077, -1.011, -0.922, 0.492, 0.484, -1.015, 0.315, -0.960, -0.541, -0.516, -0.620, -0.959, 0.294, 0.503, 0.117, 0.234, 0.819, 0.480, 0.237, 0.278, 0.487, 0.496, 0.488, 0.475, 0.461, 0.507, 0.486, 0.290, 0.475, 0.243, 0.493, 0.497, 0.556, -0.943, 0.493, 0.516, -0.976, -0.741, -0.964, 0.517, 0.513, -1.000, -0.975, 0.483]}


[3]
{"formula": "CH6N2O3S", "method": "ωB97M-V/def2-TZVPD", "homo_lumo_gap_ha": 0.376, "fmax_ha_per_bohr": 0.0763, "charge": 0, "species": ["S", "H", "O", "N", "C", "H", "H", "H", "H", "O", "H", "N", "O"], "xyz": [[2.04618, 0.73543, 1.69481], [1.53854, -1.30244, 2.09797], [0.83661, 1.70518, 1.62420], [-0.90804, 0.76040, 0.15022], [-0.71786, -0.30826, -0.57355], [0.55415, -1.44922, -1.60842], [-1.77330, 0.72403, 0.52041], [-0.08594, 1.48824, 0.88991], [-1.64660, -1.10676, -0.58237], [1.31556, -0.54503, 2.59312], [1.23424, -0.42853, -0.63706], [0.40665, -0.54721, -1.25009], [2.15102, 0.25902, 0.32476]], "forces_ev_per_angstrom": [[-2.6, 1.4, 0.9], [0.4, -1.8, -0.9], [0.7, 0.3, 1.1], [2.8, -0.6, -1.7], [-2.6, -0.8, 0.7], [-0.8, -1.4, -0.9], [-3.6, 0.0, 1.7], [1.1, -1.2, -0.3], [2.4, 2.0, -0.5], [0.2, 2.3, -0.1], [0.0, 1.3, -0.3], [0.2, -0.3, 0.5], [1.8, -1.1, -0.1]], "nbo_charge": [1.769, 0.469, -0.973, -0.739, 0.372, 0.376, 0.363, 0.484, 0.165, -0.905, 0.437, -0.805, -1.014]}